210
Properties=species:S:1:pos:R:3:forces:R:3:mulliken_charge:R:1 method="wB97M-V/def2-TZVPD" e_homo_ev=-8.01 smiles=CC1(C)CCCC(C)(C)N1O.CC1(C)CCCC(C)(C)N1O.CC1(C)CCCC(C)(C)N1O.CC1(C)CCCC(C)(C)N1O.CC1(C)CCCC(C)(C)N1O.OCCO.OCCO.OCCO.OCCO.OCCO.OCCO orbital_gap_ev=8.32 de_lowest_kj_mol=0.00 total_energy_ev=-103480.9168
C 11.631245 17.679116 19.803868 1.887 -1.291 0.894 -0.084
C 11.106043 17.468701 18.412415 0.507 -0.814 -0.876 -0.116
O 10.078471 18.362930 18.068114 -0.398 -0.284 -0.020 -0.653
O 12.307276 18.974533 19.850418 -0.542 -0.193 -0.390 0.169
H 12.419314 16.826065 20.090479 -1.948 1.877 -0.762 0.012
H 10.778700 17.625458 20.508637 0.375 0.329 -0.206 0.282
H 10.638111 16.460730 18.337519 0.519 0.490 0.203 0.451
H 11.972060 17.488424 17.678471 -0.823 0.079 0.603 -0.264
H 10.403305 19.215909 17.772132 0.131 0.561 0.025 -0.126
H 13.019887 19.024054 20.514728 -0.210 -0.504 0.126 -0.731
C 13.730732 14.277462 18.780645 0.485 -0.663 0.442 -0.247
C 14.759014 14.972221 19.583864 1.405 1.593 -0.040 -0.241
O 14.418681 16.382529 19.743162 0.771 -0.290 0.984 0.264
O 12.504916 14.271987 19.437503 -0.981 0.717 0.092 -0.535
H 14.105197 13.267303 18.600281 -0.052 -0.147 -0.155 0.411
H 13.584876 14.748810 17.850027 -0.003 0.688 -1.330 -0.042
H 15.770399 14.871267 19.078295 -0.976 0.059 0.745 -0.049
H 14.757306 14.584242 20.591400 0.333 -0.609 0.255 0.516
H 14.827905 16.711809 20.592819 -0.585 -0.375 -1.120 -0.250
H 12.357189 13.417312 19.798739 -0.306 -0.965 0.515 0.352
C 18.498856 16.656961 17.727873 -2.304 -0.284 -1.820 0.194
C 19.219106 16.927248 16.404812 0.868 -1.673 1.308 0.526
O 20.261512 17.861387 16.582850 -0.245 1.125 -0.891 -0.485
O 17.547614 15.558795 17.516679 1.515 0.123 0.206 -0.493
H 17.923351 17.526203 17.983130 -0.352 0.634 0.107 -0.919
H 19.099926 16.490656 18.578475 1.135 -0.769 0.679 0.793
H 18.518064 17.233112 15.649624 -0.410 0.073 -0.332 -0.339
H 19.764534 16.030681 16.105472 -0.716 -0.532 -0.301 0.286
H 20.264018 18.326300 15.729010 0.514 0.236 0.658 0.280
H 16.654856 15.914915 17.451428 -0.052 0.676 0.069 -0.066
C 20.051501 20.921214 19.620019 -0.598 1.209 -0.474 -0.582
C 20.333869 19.462819 19.342226 -0.071 0.401 0.285 0.394
O 21.335361 19.552101 18.335789 -0.194 -2.207 -0.371 -0.604
O 19.311595 21.404805 18.456791 0.589 0.027 0.221 -0.372
H 20.980042 21.556694 19.717825 -0.669 -1.012 -0.013 0.274
H 19.416522 21.157271 20.482213 0.060 -0.413 -0.137 0.230
H 19.393465 18.941107 19.022438 0.707 0.633 -0.136 -0.372
H 20.690363 18.891933 20.196295 0.270 0.129 0.396 0.390
H 21.336029 18.636526 17.932817 0.137 1.585 0.077 0.415
H 19.907374 21.211180 17.712697 -0.249 0.035 0.202 0.258
C 14.538904 23.740046 17.468603 0.576 0.388 0.120 0.733
C 16.020938 23.519193 17.248301 -1.372 -0.180 0.255 -0.646
O 16.246250 22.155795 17.579153 1.080 -0.013 -0.660 -0.054
O 14.259243 23.536981 18.861697 0.190 0.849 -0.846 -0.631
H 13.921790 23.084166 16.815335 0.525 0.266 0.585 -0.791
H 14.387958 24.774170 17.119198 -0.550 -0.039 0.513 0.408
H 16.629798 24.173673 17.881159 -0.133 -0.005 -0.082 0.555
H 16.161613 23.748035 16.196879 0.626 -0.114 -0.369 0.173
H 17.174311 22.004708 17.337077 -0.092 -0.479 0.456 -0.117
H 13.596548 22.862756 18.878705 -0.811 -0.743 0.217 -0.041
C 15.784664 18.632798 16.890279 0.221 1.661 2.423 -0.086
C 14.546454 19.316777 16.372244 -1.346 -0.600 -0.756 0.027
O 14.793532 20.594380 15.761642 -0.378 -1.297 0.632 1.360
O 15.553646 17.486988 17.671235 0.561 -0.648 -1.563 1.616
H 16.386249 19.340827 17.524581 -0.579 -0.033 -0.391 -0.044
H 16.452777 18.392284 16.125176 0.830 -0.724 -1.562 -0.190
H 13.705267 19.301751 17.103970 0.794 0.683 0.264 -0.383
H 14.076937 18.702590 15.609756 0.290 -0.220 -0.538 0.527
H 15.115169 21.103198 16.500805 0.480 0.959 0.735 -1.040
H 14.892176 17.575355 18.342819 -0.770 0.161 0.885 -0.819
C 11.352205 20.361702 15.401557 -3.714 0.810 0.414 -1.322
C 10.627792 21.597492 16.157335 1.030 -0.968 -1.292 1.975
C 9.191421 21.709725 15.662682 -0.328 -2.663 0.121 -1.366
C 8.377269 22.685393 16.429901 -0.063 1.645 0.168 -0.681
C 8.421276 22.304036 17.931538 -0.981 0.239 -0.738 -1.686
C 9.804868 22.195865 18.510479 -0.131 -1.336 -0.459 1.784
N 10.557798 21.278397 17.593958 1.259 -0.067 -0.097 0.138
O 11.966947 21.198785 17.948384 -0.202 0.532 0.650 3.811
C 10.277195 23.592284 18.669911 0.436 1.155 1.756 -1.884
C 9.748631 21.511084 19.900528 -0.169 1.621 -0.395 -2.196
C 11.504684 22.828190 15.755812 -2.316 1.901 -0.743 -0.636
H 10.784369 19.434582 15.583491 0.187 0.200 0.175 0.519
H 12.337114 20.249535 15.691150 1.887 -0.011 0.461 -0.792
H 11.246006 20.540682 14.338289 0.301 0.197 -0.306 0.583
H 9.183515 21.682022 14.573104 -0.090 0.935 -0.066 0.463
H 8.667141 20.749418 15.884108 0.678 0.016 -0.063 0.326
H 7.357595 22.774289 16.003509 0.418 -0.156 0.546 0.468
H 8.855810 23.652226 16.278422 -0.240 0.482 0.137 0.286
H 7.935441 21.363742 17.994021 -0.505 -1.215 0.188 0.444
H 7.860364 22.957681 18.608722 -0.065 0.236 -0.436 0.407
H 9.820481 23.956665 19.623951 0.362 0.078 -0.851 0.515
H 11.326598 23.688747 18.779755 1.297 -0.244 0.494 0.160
H 10.088383 24.300618 17.895593 -0.801 0.247 -0.709 0.403
H 9.213615 22.158694 20.605205 0.349 0.211 -0.074 0.568
H 9.183911 20.623817 19.935819 -0.416 -1.451 -0.511 0.502
H 10.748492 21.339506 20.243091 0.557 -0.165 0.418 0.196
H 12.504911 22.569164 15.481218 0.558 -0.168 0.093 -0.741
H 11.450712 23.668550 16.467832 0.544 -0.682 0.147 0.268
H 11.047619 23.397943 14.858207 0.557 -1.359 0.870 0.288
H 12.052709 20.445097 18.556956 -0.172 -0.185 0.149 -1.438
C 17.502146 13.665266 12.318431 1.477 0.483 0.486 -1.586
C 16.371942 14.662599 12.111735 0.756 2.201 1.130 2.023
C 15.378401 13.997764 11.245626 0.724 -0.774 -3.173 -1.388
C 14.102008 14.781361 11.018078 0.145 0.332 2.220 -0.729
C 13.408420 14.935944 12.380999 0.691 -0.443 1.356 -1.124
C 14.385021 15.577162 13.448457 -0.261 0.652 0.314 1.132
N 15.694731 14.867035 13.440241 -0.892 -0.582 -0.680 0.140
O 16.525478 15.539363 14.357185 0.409 0.334 -0.260 0.667
C 14.562951 17.105804 13.172518 -0.685 -0.137 0.769 -1.600
C 13.727914 15.467495 14.884190 0.305 1.746 -0.930 -1.883
C 16.950114 16.029037 11.499517 0.132 -0.302 0.216 -1.963
H 18.158963 13.514952 11.435757 -0.672 0.323 0.130 0.434
H 17.029209 12.688291 12.509737 0.608 0.328 0.627 0.355
H 18.227763 14.073990 13.098228 -1.094 -0.972 -0.561 0.140
H 15.923816 13.907083 10.230133 -0.829 0.029 1.224 0.293
H 15.273552 12.926582 11.558469 -0.561 0.990 -0.024 0.375
H 13.466879 14.239245 10.388218 -0.983 -0.562 -1.276 0.537
H 14.301718 15.773182 10.646741 0.185 0.191 -0.598 0.245
H 13.259643 13.870477 12.734427 -0.480 1.158 -0.134 0.328
H 12.462456 15.556544 12.403390 0.929 -0.930 -0.236 0.384
H 13.600471 17.629078 13.334665 0.412 -0.196 0.485 0.533
H 15.381172 17.564225 13.770492 -0.670 -0.335 -0.275 0.143
H 14.733048 17.316246 12.147546 0.498 0.005 -1.021 0.496
H 14.228466 16.169133 15.640171 -0.666 -1.211 -1.012 -0.084
H 12.684393 15.777675 14.725664 0.223 0.370 0.256 0.549
H 13.612170 14.464978 15.222567 0.528 -0.964 0.411 0.491
H 17.392248 16.726131 12.225048 -0.029 -0.693 0.312 0.059
H 16.285863 16.696703 10.958392 -0.659 -0.436 -0.072 0.296
H 17.730628 15.812680 10.777129 0.258 -0.312 -0.063 0.569
H 16.736531 14.843942 14.973807 0.296 -0.188 0.602 -0.046
C 15.677365 20.076273 20.329631 0.522 -0.175 -0.664 -1.216
C 15.198340 20.164586 21.759122 1.550 0.060 1.629 1.736
C 14.367041 21.393735 21.837477 0.032 2.275 -0.518 -0.059
C 13.591542 21.552572 23.162933 0.131 0.120 -0.584 -1.067
C 12.686331 20.327534 23.303488 -1.353 1.935 1.834 -0.902
C 13.451624 19.082173 23.342800 -1.344 -1.656 -1.168 1.419
N 14.287215 19.055760 22.117648 1.106 -0.629 0.239 1.521
O 15.033370 17.855696 22.236054 0.674 -0.685 -0.623 -1.003
C 14.097528 18.898090 24.688673 -0.002 1.471 0.217 -1.655
C 12.434380 17.913572 23.068714 1.711 0.569 -2.046 -1.889
C 16.452910 20.272494 22.752675 -0.392 -0.154 0.034 -1.742
H 14.774911 19.911338 19.707010 0.683 0.025 -0.066 -0.439
H 16.406642 19.255054 20.209124 -0.408 0.188 -0.184 0.221
H 16.184534 21.033418 20.001583 -0.658 -1.018 0.401 0.318
H 14.993209 22.272664 21.440304 -0.624 -0.909 1.387 0.559
H 13.659783 21.385032 21.002750 -0.488 -0.422 0.127 -0.792
H 12.942276 22.431640 23.038574 0.462 -0.003 0.599 0.564
H 14.284654 21.598789 24.029466 -0.508 0.534 -0.505 0.367
H 12.016538 20.322849 22.471447 -0.582 -0.054 -0.725 -0.217
H 12.012220 20.379436 24.245432 1.082 0.079 -1.390 0.479
H 14.647931 17.972136 24.677131 0.257 -0.251 0.728 0.379
H 14.712847 19.800942 24.913616 -0.156 -1.051 0.145 0.399
H 13.264782 18.935020 25.421043 0.649 -0.557 -0.257 0.435
H 11.619106 17.978849 23.723740 -1.074 -0.298 1.148 0.573
H 12.067747 18.071156 22.027290 0.063 -0.038 1.124 0.093
H 12.954254 16.949028 23.011859 -0.363 0.129 0.581 0.309
H 16.135867 20.311164 23.823595 0.376 0.228 -0.991 0.244
H 17.057601 21.155506 22.505052 -0.460 0.041 0.122 0.379
H 17.196106 19.456071 22.678971 -0.610 -0.013 -0.221 0.386
H 15.640428 17.921924 22.998943 -0.235 0.229 -0.414 0.292
C 18.645764 7.354043 16.066395 0.289 -0.356 0.385 -1.985
C 18.516117 8.833254 16.435419 0.841 -0.559 0.573 1.643
C 19.144790 9.629976 15.252754 -2.969 0.152 0.544 -1.293
C 18.713844 11.094206 15.278911 1.353 0.768 0.361 -0.531
C 17.209814 11.265979 15.406075 0.452 2.571 0.837 -0.866
C 16.620166 10.584171 16.601897 1.177 -2.388 0.838 2.266
N 17.092414 9.133634 16.546475 -1.175 0.873 -0.136 -0.088
O 16.375958 8.421170 17.596603 1.036 -0.212 -1.660 -0.448
C 17.010844 11.278361 17.900470 -1.577 2.049 -0.279 -1.032
C 15.134784 10.431873 16.608059 -1.052 1.085 -2.584 -1.920
C 19.294764 9.076041 17.715685 0.113 0.848 0.054 -1.553
H 17.919149 7.165368 15.304986 -0.314 -0.201 -0.826 0.529
H 18.326716 6.684014 16.894558 0.685 0.412 -0.322 0.372
H 19.677293 7.147651 15.667134 -0.968 -0.044 0.637 0.372
H 20.202073 9.562072 15.303923 0.939 -0.485 -0.296 0.467
H 18.639588 9.109502 14.432942 0.788 0.314 -0.664 0.311
H 19.129484 11.671029 14.423634 -0.539 -0.585 0.076 0.328
H 19.280278 11.596656 16.107355 -0.756 -0.376 -0.195 0.188
H 16.729360 10.960845 14.523676 -0.722 -0.570 -1.308 0.530
H 16.985517 12.383737 15.532145 0.197 -1.327 -0.300 -0.311
H 17.876030 11.937734 17.870969 -0.121 0.189 -0.270 0.295
H 16.088513 11.829719 18.299658 1.497 -0.351 -0.522 -0.167
H 17.229976 10.566140 18.614588 0.379 -1.469 1.735 0.304
H 14.729932 10.255066 17.552460 -0.406 -0.094 1.724 0.438
H 14.779991 11.434719 16.256540 -0.402 -0.871 0.059 0.304
H 14.754475 9.569201 16.005912 0.485 1.048 -0.052 0.407
H 18.636939 8.960225 18.561140 -0.015 -0.135 0.554 0.199
H 19.700490 10.098873 17.747544 -0.021 -0.323 0.143 0.324
H 20.088117 8.353275 17.819094 0.412 -0.099 0.059 0.509
H 16.747998 8.703363 18.425880 0.366 0.252 0.814 0.367
C 18.685801 20.278400 14.388269 -2.114 0.330 -1.757 -1.608
C 18.141789 20.887929 13.016897 2.251 -0.129 -0.834 1.547
C 18.399711 19.852826 11.864812 -0.234 -1.178 -0.547 -0.748
C 17.380662 19.999389 10.706364 -0.026 0.164 -0.620 -1.063
C 15.962216 20.167990 11.160930 -0.607 0.294 0.548 -0.637
C 15.736148 21.395592 12.047715 1.053 -1.004 0.567 2.151
N 16.731724 21.177098 13.130591 -0.987 -0.425 1.670 1.089
O 16.596467 22.183537 14.134762 -0.587 0.191 0.613 -0.529
C 15.983965 22.685942 11.324187 0.287 1.925 0.252 -1.908
C 14.345490 21.307329 12.704292 -0.573 0.231 0.040 -1.998
C 18.999173 22.160957 12.707487 0.233 0.223 3.283 -1.854
H 18.270315 20.892015 15.167185 -0.225 -0.094 0.593 0.213
H 19.731918 20.349723 14.440499 1.514 0.007 -0.115 0.755
H 18.366222 19.234771 14.419008 -0.144 0.078 0.392 -0.216
H 19.437133 19.816326 11.406110 -0.941 0.736 0.889 0.306
H 18.309463 18.782891 12.241407 -0.271 1.235 -0.132 -0.121
H 17.369130 19.107946 10.090230 0.410 -0.403 -0.105 0.670
H 17.530331 20.804015 9.975661 0.794 0.121 0.365 0.469
H 15.729286 19.338408 11.805089 -0.426 -0.631 0.199 -0.227
H 15.256281 20.186856 10.322946 0.144 -0.031 0.030 0.640
H 15.238871 22.931801 10.575240 -0.081 -0.368 -0.451 0.409
H 15.922814 23.561599 11.996712 -0.121 -0.529 0.214 0.324
H 17.001716 22.809184 10.924784 -0.414 -0.511 -0.232 0.321
H 14.042743 22.310731 13.070171 -0.075 -0.531 -0.354 0.365
H 13.583099 20.885251 12.007063 0.512 0.616 0.238 0.443
H 14.323055 20.654119 13.592441 0.371 0.184 -0.512 -0.138
H 18.572538 23.035229 13.329035 0.802 -1.225 -1.197 0.206
H 19.091357 22.386284 11.690111 -0.249 0.470 -1.581 0.443
H 20.048169 21.960152 13.069386 -0.945 0.341 -0.330 0.442
H 16.025617 21.823744 14.867952 0.653 -0.237 -1.371 -0.031